Here is an isolated molecule of C4H9NO from the OMol25 dataset. Energies are from ωB97M-V/def2-TZVPD.

```
15
Properties=species:S:1:pos:R:3:forces:R:3
C 0.6742 -0.0111 2.3347 0.0103 -0.0141 0.0217
C 0.5059 0.5606 0.9342 -0.1274 0.1835 0.1546
O 1.0321 -0.3555 -0.0139 0.1885 0.1043 -0.0374
C 0.2890 -0.6635 -1.1473 0.0342 -0.3452 -0.0747
N -0.2279 0.4493 -1.9268 -0.4950 -0.1348 -0.1919
C -1.4421 0.2933 -2.2545 0.2007 0.1609 -0.0008
H 0.0543 -0.9008 2.4831 0.0663 0.1050 -0.0819
H 1.7175 -0.2950 2.5057 -0.1392 0.0659 -0.0543
H 0.3932 0.7301 3.0916 0.0322 -0.0788 -0.1460
H -0.5482 0.7972 0.7331 0.1358 -0.1343 -0.0332
H 1.0707 1.4973 0.8378 -0.1439 -0.0927 0.0299
H 0.9975 -1.1643 -1.8130 -0.0750 -0.0930 0.0870
H -2.0754 -0.4891 -1.8092 0.1285 -0.0381 -0.2316
H -0.5396 -1.3699 -0.9400 0.1458 0.0637 0.3163
H -1.9012 0.9213 -3.0153 0.0383 0.2477 0.2422
```
Forces are in eV/Å.

F_max: 0.55 eV Å⁻¹
2S+1: 1
LUMO level: 1.088 eV
orbital gap: 0.392 hartree
molar mass: 87.122 g/mol
HOMO: -9.6 eV
SMILES: C=NCOCC
energy above the lowest of the compared OMol25 structures with the same formula, charge and spin: 218.14 kJ/mol